# 1
This record from the Open Molecules 2025 dataset describes a cluster of 2 separate species, C2H8N2O in total. The level of theory is wB97M-V/def2-TZVPD.

Calculated values
Gap between HOMO and LUMO, eV: 9.10
SMILES: N/C=C/N.O
Max |F|, hartree/bohr: 0.068
Energy above the lowest of the compared OMol25 structures with the same formula, charge and spin, kJ/mol: 260.7
HOMO, eV: -8.37
E, Ha: -265.6838

Geometry as ORCA input:
```
! RIJCOSX wB97M-V def2-TZVPD def2/J DEFGRID3
* xyz 0 1
C 0.317 0.036 -0.497
C 1.674 -0.017 -0.599
N 2.581 0.991 -0.414
N -0.501 -1.022 -1.059
H -0.168 1.032 -0.492
H 2.170 -0.944 -0.893
H 2.371 1.852 -0.849
H 3.047 1.243 0.488
H -0.370 -0.778 -2.056
H -1.397 -0.662 -0.781
H -4.019 -0.494 2.381
H -2.584 -0.495 2.794
O -3.119 -0.742 1.979
*
```

The Mulliken scheme yields these atomic charges, measured in e: -0.35, -0.01, -0.53, -0.62, 0.18, 0.33, 0.20, 0.22, 0.27, 0.29, 0.32, 0.32, -0.64



# 2
This record from the Open Molecules 2025 dataset describes a cluster of 8 separate species, C4H23NO9 in total. The level of theory is wB97M-V/def2-TZVPD.

Calculated values
Gap between HOMO and LUMO, eV: 9.26
SMILES: CN[C@H](C)C(=O)O.O.O.O.O.O.O.O
Max |F|, hartree/bohr: 0.026
Energy above the lowest of the compared OMol25 structures with the same formula, charge and spin, kJ/mol: 180.1
HOMO, eV: -9.05
E, Ha: -898.1344

Geometry as ORCA input:
```
! RIJCOSX wB97M-V def2-TZVPD def2/J DEFGRID3
* xyz 0 1
C -1.395 3.442 -0.288
N -1.685 2.043 -0.086
C 0.079 1.660 1.651
C -0.617 1.205 0.383
C 0.376 0.901 -0.740
O 0.864 -0.380 -0.635
O 0.724 1.587 -1.664
H -2.288 4.004 -0.573
H -0.590 3.609 -0.992
H -1.243 3.929 0.682
H -2.475 1.575 -0.482
H -0.694 2.125 2.251
H 0.629 0.908 2.209
H 0.784 2.489 1.521
H -1.016 0.212 0.544
H 0.987 -0.734 -1.559
H 1.553 -3.452 0.651
H 0.841 -2.094 0.145
O 0.831 -2.831 0.765
H 2.803 -0.723 -0.069
H 4.183 -1.416 -0.057
O 3.261 -1.535 0.181
H -2.196 -1.965 0.360
H -1.089 -2.969 -0.003
O -1.808 -2.442 -0.380
H 0.604 -2.172 2.320
H 1.458 -1.260 3.196
O 0.613 -1.718 3.196
H -1.319 -1.304 3.530
H -1.741 -0.154 2.560
O -2.056 -0.748 3.242
H 0.765 -0.954 -3.656
H -0.335 -1.709 -2.854
O 0.619 -1.638 -2.955
H 0.713 1.293 -3.769
H -0.545 0.608 -4.244
O 0.403 0.606 -4.378
*
```

The Mulliken scheme yields these atomic charges, measured in e: -0.93, -0.18, -1.65, 0.96, 0.10, -0.11, -0.64, 0.40, 0.25, 0.27, 0.25, 0.53, 0.28, 0.44, -0.27, 0.34, 0.27, 0.49, -0.73, 0.28, 0.26, -0.57, 0.31, 0.34, -0.64, 0.46, 0.27, -0.71, 0.36, 0.30, -0.69, 0.42, 0.31, -0.73, 0.38, 0.33, -0.72



# 3
This record from the Open Molecules 2025 dataset describes a cluster of 2 separate species, C2H4FNO2 in total. The level of theory is wB97M-V/def2-TZVPD.

Calculated values
Gap between HOMO and LUMO, eV: 10.42
Max |F|, hartree/bohr: 0.119
Energy above the lowest of the compared OMol25 structures with the same formula, charge and spin, kJ/mol: 521.3
HOMO, eV: -10.90
E, Ha: -383.5209

Geometry as ORCA input:
```
! RIJCOSX wB97M-V def2-TZVPD def2/J DEFGRID3
* xyz 0 1
C 0.882 1.103 0.095
C 0.092 -0.820 0.194
N -1.209 -0.654 -0.432
O -1.285 -0.844 -1.638
O -2.117 -0.214 0.257
F -0.103 -0.930 1.492
H 0.244 1.550 0.737
H 0.896 1.350 -0.883
H 1.895 1.016 0.332
H 0.703 -1.558 -0.154
*
```

The Mulliken scheme yields these atomic charges, measured in e: -0.98, -0.12, 0.93, -0.55, -0.51, -0.24, 0.38, 0.37, 0.34, 0.38



# 4
This record from the Open Molecules 2025 dataset describes a structure of composition C5H6OS. The level of theory is wB97M-V/def2-TZVPD.

Calculated values
Gap between HOMO and LUMO (alpha / beta), eV: 6.66 / 7.49
Max |F|, hartree/bohr: 0.086
Energy above the lowest of the compared OMol25 structures with the same formula, charge and spin, kJ/mol: 530.5
HOMO (alpha / beta), eV: -7.92 / -8.68
E, Ha: -667.3361

Geometry as ORCA input:
```
! RIJCOSX wB97M-V def2-TZVPD def2/J DEFGRID3
* xyz 0 1
C -0.280 -0.051 2.205
C 0.606 -0.200 0.378
C -0.237 -0.841 -0.462
C 1.716 0.631 -0.017
C -1.648 -1.239 -0.313
O 0.334 -1.157 -1.522
S 0.295 -0.436 3.549
H 2.625 0.163 0.310
H 1.643 1.472 0.672
H 1.671 0.821 -1.090
H -2.160 -0.369 -0.401
H -1.849 -1.983 -1.062
H -1.751 -1.647 0.737
*
```

The Mulliken scheme yields these atomic charges, measured in e: -0.15, 0.46, 0.59, -1.01, -1.11, -0.60, -0.11, 0.29, 0.35, 0.35, 0.32, 0.32, 0.32



# 5
This record from the Open Molecules 2025 dataset describes a structure of composition C25H25Cl3I2N4O4S4Tl. The level of theory is wB97M-V/def2-TZVPD.

Calculated values
Gap between HOMO and LUMO (alpha / beta), eV: 5.69 / 6.15
Max |F|, hartree/bohr: 0.012
Energy above the lowest of the compared OMol25 structures with the same formula, charge and spin, kJ/mol: 136.5
HOMO (alpha / beta), eV: -10.33 / -11.22
E, Ha: -5228.5709

Geometry as ORCA input:
```
! RIJCOSX wB97M-V def2-TZVPD def2/J DEFGRID3
* xyz 1 1
Tl -0.342 -0.031 -0.359
C -1.717 -1.094 4.225
C -1.167 -1.374 2.864
N -1.759 -1.038 1.789
N -2.979 -0.436 1.812
C -3.534 -0.163 0.611
N -4.644 0.562 0.581
S -2.905 -0.766 -0.851
C 0.084 -2.157 2.613
C 0.868 -2.658 3.643
C 1.946 -3.478 3.328
C 2.192 -3.775 2.001
C 1.365 -3.209 1.036
N 0.348 -2.415 1.323
H -2.716 -1.526 4.318
H -1.787 -0.014 4.385
H -1.103 -1.496 5.024
H -3.251 0.110 2.620
H -5.010 1.016 1.405
H -4.966 0.895 -0.313
H 0.642 -2.431 4.674
H 2.566 -3.889 4.114
H 2.997 -4.434 1.703
H 1.533 -3.416 -0.015
I 1.083 2.988 -2.312
C 1.575 1.531 -3.763
I 0.274 -0.150 -3.783
H 2.574 1.155 -3.575
H 1.502 1.993 -4.740
O 1.224 0.744 1.166
S 1.198 2.157 1.733
C 0.779 1.925 3.459
C -0.029 2.863 4.076
C -0.313 2.722 5.429
C 0.209 1.655 6.141
C 1.008 0.711 5.505
C 1.294 0.839 4.157
C 2.921 2.579 1.908
C 3.251 3.923 1.850
C 4.579 4.294 2.001
C 5.553 3.324 2.186
C 5.210 1.978 2.216
C 3.887 1.598 2.077
H -0.434 3.685 3.503
H -0.939 3.452 5.925
H -0.005 1.555 7.197
H 1.417 -0.118 6.069
H 1.903 0.108 3.642
H 2.485 4.670 1.686
H 4.855 5.339 1.961
H 6.589 3.617 2.292
H 5.979 1.226 2.330
H 3.599 0.555 2.064
C 5.363 -1.874 0.689
O 5.400 -0.581 0.058
C 4.401 -0.255 -0.724
S 4.297 1.240 -1.459
S 3.021 -1.137 -1.034
H 6.278 -1.933 1.270
H 5.341 -2.656 -0.069
H 4.486 -1.949 1.332
Cl -4.060 4.022 -0.421
C -2.521 3.926 0.466
Cl -1.401 5.159 -0.128
Cl -2.860 4.223 2.176
C -1.888 2.517 0.200
O -1.780 2.225 -0.995
O -1.558 1.817 1.189
*
```

The Mulliken scheme yields these atomic charges, measured in e: 1.03, -1.90, 0.97, 0.08, -0.46, 0.23, -0.33, -0.31, 0.62, -0.54, -0.58, -0.81, -0.60, -0.09, 0.49, 0.39, 0.34, 0.35, 0.23, 0.26, 0.24, 0.47, 0.51, 0.72, 0.16, -0.77, 0.09, 0.22, 0.45, -0.26, 0.30, 1.09, -0.49, -0.74, -0.69, -0.91, -0.24, 0.64, -0.23, -0.76, -0.60, -0.70, -0.50, 0.40, 0.45, 0.42, 0.47, 0.39, 0.50, 0.44, 0.42, 0.41, 0.23, -0.76, -0.34, 0.47, -0.12, -0.11, 0.30, 0.39, 0.23, -0.13, 0.95, -0.14, -0.13, -0.45, -0.42, -0.24



# 6
This record from the Open Molecules 2025 dataset describes the molecule C5H8Cl2O4P2. The level of theory is wB97M-V/def2-TZVPD.

Calculated values
Gap between HOMO and LUMO, eV: 5.93
SMILES: ClP1OCC2(CO1)COP(Cl)OC2
Max |F|, hartree/bohr: 0.081
Energy above the lowest of the compared OMol25 structures with the same formula, charge and spin, kJ/mol: 0.0
HOMO, eV: -7.31
E, Ha: -2099.1597

Geometry as ORCA input:
```
! RIJCOSX wB97M-V def2-TZVPD def2/J DEFGRID3
* xyz 0 1
Cl -4.856 0.922 0.431
Cl 3.949 -0.561 2.648
O -2.306 -0.688 -0.921
O -1.668 1.431 0.883
O 1.467 -1.661 1.026
O 2.401 0.725 -0.036
P -2.844 0.511 0.096
P 2.587 -0.443 1.144
C -0.986 -0.577 -1.308
C -0.327 1.358 0.330
C 0.192 -1.118 0.957
C 1.396 0.309 -0.988
C 0.065 -0.070 -0.216
H -1.066 0.111 -2.099
H -0.729 -1.519 -1.760
H 0.338 1.657 1.096
H -0.227 2.053 -0.514
H -0.203 -2.085 0.580
H -0.349 -0.846 1.888
H 1.757 -0.595 -1.456
H 1.409 1.087 -1.779
*
```

The Mulliken scheme yields these atomic charges, measured in e: -0.33, -0.28, -0.24, -0.29, -0.25, -0.22, 0.29, 0.28, -0.83, -0.61, -0.48, -0.94, 0.77, 0.42, 0.49, 0.45, 0.37, 0.28, 0.27, 0.41, 0.44



# 7
This record from the Open Molecules 2025 dataset describes a structure of composition C7H16ClIN2O2PSSc. The level of theory is wB97M-V/def2-TZVPD.

Calculated values
Gap between HOMO and LUMO (alpha / beta), eV: 4.51 / 4.52
Max |F|, hartree/bohr: 0.153
Energy above the lowest of the compared OMol25 structures with the same formula, charge and spin, kJ/mol: 67.2
HOMO (alpha / beta), eV: -15.43 / -15.43
E, Ha: -2793.9727

Geometry as ORCA input:
```
! RIJCOSX wB97M-V def2-TZVPD def2/J DEFGRID3
* xyz 2 1
C -0.400 3.093 -0.181
C -1.120 1.814 -0.092
H -1.068 3.981 -0.289
H 0.288 3.071 -1.051
H 0.190 3.217 0.752
O -2.266 1.530 0.052
I 1.311 -2.822 0.725
Sc 0.786 -0.196 0.475
P 0.143 -0.448 -2.101
C -1.161 -1.567 -2.772
C 0.070 1.014 -3.221
H 2.531 -0.834 -2.100
H 1.897 -1.147 -3.722
H 1.665 -2.344 -2.432
C 1.695 -1.274 -2.653
H 0.906 1.683 -2.969
H 0.156 0.745 -4.287
H -1.067 -1.760 -3.856
H -2.153 -1.123 -2.590
H -0.875 1.557 -3.075
H -1.102 -2.532 -2.244
C -1.623 -1.187 0.275
O -2.638 -1.685 0.485
Cl 2.574 1.210 0.092
N -0.204 0.462 5.131
C 0.130 -0.425 4.185
N 0.753 -1.565 4.531
S -0.432 0.031 2.535
H -0.185 0.270 6.135
H -0.704 1.323 4.854
H 1.068 -2.285 3.880
H 0.835 -1.806 5.529
*
```

The Mulliken scheme yields these atomic charges, measured in e: -0.82, 0.78, 0.39, 0.26, 0.30, -0.14, -0.17, 0.24, 1.18, -1.33, -1.32, 0.37, 0.41, 0.38, -1.23, 0.34, 0.44, 0.43, 0.38, 0.37, 0.39, 0.29, -0.16, -0.33, -0.41, 0.83, -0.31, -0.39, 0.24, 0.21, 0.13, 0.24